Entry 1:
A single C4H5NO2 molecule, computed with ωB97M-V/def2-TZVPD.

Geometry as XYZ:
```
12
Properties=species:S:1:pos:R:3:mulliken_charge:R:1
O -0.16 1.33 0.16 -0.342
O -0.48 -2.12 0.79 -0.636
N -1.03 -0.16 1.46 -0.476
C 1.10 0.10 -1.56 -1.150
C -0.31 -0.84 0.48 0.418
C -0.91 1.08 1.23 0.073
C 0.25 0.08 -0.35 0.222
H -1.34 1.89 1.79 0.412
H 0.59 0.55 -2.41 0.285
H -1.10 -1.63 1.63 0.604
H 1.36 -0.93 -1.83 0.300
H 2.04 0.65 -1.39 0.289
```

Frontier orbital gap ... 9.50 eV
Total energy ... -9812.1798 eV
SMILES ... Cc1ocnc1O
Total charge ... 0

---

Entry 2:
A single C4H5NO2 molecule, computed with ωB97M-V/def2-TZVPD.

Geometry as XYZ:
```
12
Properties=species:S:1:pos:R:3:mulliken_charge:R:1
O -0.87 -1.01 -0.55 -0.220
O 1.45 0.49 -0.23 -0.354
N 0.19 -1.53 0.19 -0.453
C 0.50 1.46 -0.06 -0.170
C -1.53 -0.01 0.19 -0.272
C 1.24 -0.79 0.23 0.128
C -0.79 1.30 0.16 -0.337
H 0.97 2.44 -0.19 0.351
H -1.64 -0.42 1.23 0.280
H -1.39 2.17 0.31 0.340
H -2.50 0.15 -0.26 0.334
H 2.11 -1.27 0.72 0.373
```

Frontier orbital gap ... 10.31 eV
Total energy ... -9810.8016 eV
SMILES ... C1=COC=NOC1
Total charge ... 0

---

Entry 3:
A single C4H5NO2 molecule, computed with ωB97M-V/def2-TZVPD.

Geometry as XYZ:
```
12
Properties=species:S:1:pos:R:3:mulliken_charge:R:1
O -2.01 0.75 1.58 -0.435
O 0.67 1.83 -0.33 -0.527
N 0.32 -0.32 0.44 -0.204
C -1.31 1.47 0.92 -0.021
C 1.32 -0.92 -0.42 -0.330
C -0.01 1.01 0.25 0.584
C -0.11 -1.31 -0.55 -0.352
H -1.52 2.54 0.75 0.357
H -0.64 -0.93 -1.42 0.231
H 1.75 -0.28 -1.18 0.245
H -0.47 -2.25 -0.15 0.213
H 2.00 -1.58 0.10 0.239
```

Frontier orbital gap ... 9.68 eV
Total energy ... -9812.3114 eV
SMILES ... O=CC(=O)N1CC1
Total charge ... 0

---

Entry 4:
A single C4H5NO2S molecule, computed with ωB97M-V/def2-TZVPD.

Geometry as XYZ:
```
13
Properties=species:S:1:pos:R:3:mulliken_charge:R:1
S -0.75 1.94 -2.02 -0.256
O 0.29 -0.24 -0.86 -0.329
O -1.83 1.46 1.34 -0.529
N -0.29 -0.28 1.30 -0.652
C -0.55 0.85 -0.63 -0.144
C 0.44 -0.80 0.35 0.690
C -0.99 0.73 0.62 0.784
C 1.39 -2.03 0.16 -1.004
H -0.12 3.14 -1.38 0.155
H -2.37 2.09 0.70 0.372
H 1.43 -2.54 1.11 0.337
H 2.38 -1.58 -0.13 0.267
H 0.98 -2.73 -0.56 0.309
```

Frontier orbital gap ... 9.06 eV
Total energy ... -20648.1221 eV
SMILES ... Cc1nc(O)c(S)o1
Total charge ... 0

---

Entry 5:
A single C4H5NO2S molecule, computed with ωB97M-V/def2-TZVPD.

Geometry as XYZ:
```
13
Properties=species:S:1:pos:R:3:mulliken_charge:R:1
S -1.42 -1.97 0.19 -0.150
O 1.29 -2.10 -0.19 -0.463
O -3.22 0.04 0.05 -0.553
N -1.01 0.59 -0.24 -0.174
C 0.30 -1.47 -0.16 0.437
C -2.06 -0.27 -0.06 0.448
C 0.33 0.12 -0.39 0.122
C 1.42 0.74 0.45 -1.061
H 2.34 -0.04 0.38 0.276
H 0.49 0.20 -1.52 0.242
H 1.00 0.78 1.52 0.300
H -1.26 1.61 -0.32 0.253
H 1.79 1.78 0.29 0.325
```

Frontier orbital gap ... 10.67 eV
Total energy ... -20649.4226 eV
SMILES ... C[C@@H]1NC(=O)SC1=O
Total charge ... 0

---

Entry 6:
A single C4H5NO3 molecule, computed with ωB97M-V/def2-TZVPD.

Geometry as XYZ:
```
13
Properties=species:S:1:pos:R:3:mulliken_charge:R:1
O -2.75 0.60 0.13 -0.502
O -0.69 1.57 -0.18 -0.365
O -1.10 -2.19 -0.12 -0.469
N 2.40 -0.42 0.01 -0.435
C 1.13 0.09 0.08 0.080
C -0.84 -0.88 -0.09 0.091
C -1.46 0.29 -0.10 0.324
C 0.65 1.33 -0.07 -0.325
H 2.96 -0.58 -0.76 0.191
H -1.62 -2.37 0.63 0.324
H 1.32 2.10 -0.08 0.481
H -2.84 1.53 -0.12 0.366
H 2.84 -1.08 0.67 0.239
```

Frontier orbital gap ... 8.90 eV
Total energy ... -11856.5533 eV
Total charge ... 0

---

Entry 7:
A single C4H5NO3 molecule, computed with ωB97M-V/def2-TZVPD.

Geometry as XYZ:
```
13
Properties=species:S:1:pos:R:3:mulliken_charge:R:1
O 2.74 -0.13 -0.15 -0.474
O 1.18 -1.63 0.06 -0.550
O 1.34 1.94 -0.03 -0.496
N -0.89 0.94 -0.30 -0.309
C -1.44 -0.37 -0.78 -0.233
C 1.52 -0.45 -0.01 0.475
C -1.62 0.00 0.73 -0.334
C 0.67 0.93 -0.03 0.612
H -0.58 -1.26 -1.08 0.167
H -2.28 -0.14 -1.44 0.257
H -0.98 -0.72 1.30 0.197
H -2.61 0.09 1.35 0.253
H 2.96 0.78 0.37 0.435
```

Frontier orbital gap ... 9.48 eV
Total energy ... -11858.0150 eV
SMILES ... O=C(O)C(=O)N1CC1
Total charge ... 0

---

Entry 8:
A single C4H5NO3 molecule, computed with ωB97M-V/def2-TZVPD.

Geometry as XYZ:
```
13
Properties=species:S:1:pos:R:3:mulliken_charge:R:1
O -0.58 1.06 -0.29 -0.443
O 1.85 0.64 -0.29 -0.311
O 2.32 -1.43 -0.31 -0.569
N -2.13 -0.74 -0.23 -0.524
C -0.90 -0.22 0.01 0.625
C 0.85 1.58 0.12 -0.072
C 1.54 -0.60 -0.08 0.556
C 0.28 -0.92 0.39 -0.549
H 0.88 2.54 -0.62 0.210
H -2.77 0.00 -0.29 0.256
H 0.84 1.84 1.32 0.269
H -0.03 -1.93 1.01 0.202
H -2.14 -1.83 -0.74 0.348
```

Frontier orbital gap ... 8.66 eV
Total energy ... -11858.2313 eV
SMILES ... NC1=CC(=O)OCO1
Total charge ... 0

---

Entry 9:
A single C4H5NO3 molecule, computed with ωB97M-V/def2-TZVPD.

Geometry as XYZ:
```
13
Properties=species:S:1:pos:R:3:mulliken_charge:R:1
O 0.95 0.16 -1.34 -0.313
O -1.49 -1.54 0.89 -0.469
O -0.24 -1.68 -2.10 -0.535
N 0.09 1.50 1.90 -0.425
C -0.05 -0.82 -1.05 0.416
C -0.50 -0.92 0.18 0.069
C 0.31 0.90 0.72 0.121
C 1.03 1.07 -0.36 -0.345
H -0.16 -1.40 -3.03 0.343
H -0.88 1.77 2.10 0.248
H -1.72 -2.22 0.30 0.305
H 0.83 1.39 2.52 0.224
H 1.82 1.78 -0.72 0.361
```

Frontier orbital gap ... 8.82 eV
Total energy ... -11857.2564 eV
Total charge ... 0

---

Entry 10:
A single C4H5NO3 molecule, computed with ωB97M-V/def2-TZVPD.

Geometry as XYZ:
```
13
Properties=species:S:1:pos:R:3:mulliken_charge:R:1
O 0.56 1.57 -1.91 -0.390
O -0.70 -1.35 -1.34 -0.566
O -0.97 -0.88 0.76 -0.179
N -0.45 0.09 1.73 -0.297
C 0.30 0.84 -0.65 0.082
C -0.50 -0.48 -0.46 0.423
C 1.74 0.84 -1.30 -0.412
C -0.31 -0.58 3.01 -0.316
H 0.00 0.28 3.54 0.331
H 0.32 1.35 0.25 0.522
H 1.98 -0.16 -1.69 0.217
H 2.63 1.32 -1.10 0.313
H -0.32 -1.88 3.25 0.273
```

Frontier orbital gap ... 9.92 eV
Total energy ... -11854.9161 eV
SMILES ... C=NOC(=O)[C@H]1CO1
Total charge ... 0

---

Entry 11:
A single C4H5NO3 molecule, computed with ωB97M-V/def2-TZVPD.

Geometry as XYZ:
```
13
Properties=species:S:1:pos:R:3:mulliken_charge:R:1
O -0.50 -2.03 -1.33 -0.584
O 1.22 -1.37 0.06 -0.419
O 1.55 1.05 -0.29 -0.433
N -0.35 2.15 1.02 -0.577
C -0.51 0.10 0.01 0.597
C -1.89 0.15 0.47 -0.654
C -0.03 -1.11 -0.58 0.453
C 0.54 1.00 0.31 0.276
H 1.49 -2.06 -0.51 0.304
H 0.15 2.95 1.50 0.260
H -0.99 1.94 1.80 0.232
H -2.41 -0.91 0.38 0.200
H -2.60 0.92 0.92 0.343
```

Frontier orbital gap ... 9.11 eV
Total energy ... -11858.4472 eV
SMILES ... C=C(C(N)=O)C(=O)O
Total charge ... 0

---

Entry 12:
A single C4H5NO3 molecule, computed with ωB97M-V/def2-TZVPD.

Geometry as XYZ:
```
13
Properties=species:S:1:pos:R:3:mulliken_charge:R:1
O -0.55 1.42 -0.13 -0.230
O -2.71 0.55 0.15 -0.496
O -1.27 -2.08 -0.09 -0.294
N 2.46 -0.56 0.07 -0.400
C 0.82 1.27 0.00 -0.539
C -0.76 -0.90 -0.21 -0.327
C -1.35 0.30 -0.06 0.633
C 1.33 0.05 0.03 0.170
H 2.57 -1.24 0.90 0.243
H 1.38 2.18 -0.13 0.361
H -2.14 -1.80 0.25 0.308
H 3.13 -0.66 -0.71 0.223
H -2.91 1.48 -0.06 0.348
```

Frontier orbital gap (spin up / spin down) ... 5.29 / 6.42 eV
Spin multiplicity ... 3
Total energy ... -11853.6650 eV
Total charge ... 0

---

Entry 13:
A single C4H5NO3S molecule, computed with ωB97M-V/def2-TZVPD.

Geometry as XYZ:
```
14
Properties=species:S:1:pos:R:3:mulliken_charge:R:1
S 1.76 -0.34 0.19 0.538
O 1.47 -0.99 1.44 -0.486
O -0.45 1.38 -1.49 -0.515
O 1.02 1.18 0.28 -0.383
N 0.66 -1.02 -0.90 -0.234
C 0.81 -1.60 -1.97 -0.225
C -1.20 0.77 0.63 0.062
C -1.01 0.66 1.96 -0.639
C -0.28 1.15 -0.35 0.539
H 1.67 -1.64 -2.60 0.248
H -1.96 0.72 2.57 0.256
H -0.24 1.02 2.60 0.318
H -0.05 -1.77 -2.53 0.274
H -2.23 0.49 0.16 0.248
```

Frontier orbital gap ... 9.44 eV
Total energy ... -22693.2073 eV
Total charge ... 0

---

Entry 14:
A gas-phase ion, C4H5NO4PS (charge -1), computed with ωB97M-V/def2-TZVPD.

Geometry as XYZ:
```
16
Properties=species:S:1:pos:R:3:mulliken_charge:R:1
S 2.47 0.54 2.03 -0.546
P 0.79 -0.42 1.57 0.694
O -0.25 -0.68 2.92 -0.570
O -2.31 0.02 0.15 -0.629
O 0.84 -1.63 0.80 -0.663
O 0.85 1.56 -0.37 -0.168
N 1.19 0.99 -1.52 -0.423
C -1.17 0.10 -0.31 0.358
C -0.14 0.91 0.50 -0.334
C 0.52 0.09 -2.06 0.020
C -0.77 -0.54 -1.55 -0.431
H -0.65 1.60 1.05 0.525
H -1.51 -0.36 -2.29 0.382
H -0.16 -0.23 3.74 0.299
H -0.62 -1.60 -1.54 0.235
H 0.92 -0.35 -3.09 0.252
```

Frontier orbital gap ... 7.86 eV
Total energy ... -34034.5801 eV
SMILES ... O=C1CC=NO[C@@H]1[P@]([O-])(O)=S
Total charge ... -1

---

Entry 15:
2 unconnected molecules or ions with the total composition C4H5NOS, computed with ωB97M-V/def2-TZVPD.

Geometry as XYZ:
```
12
Properties=species:S:1:pos:R:3:mulliken_charge:R:1
S 1.66 -0.89 0.62 -0.092
O -1.20 -2.48 0.27 -0.425
N -1.95 1.79 -0.11 -0.372
C -2.01 0.78 -0.63 0.016
C 1.69 0.48 -0.57 -0.612
C -0.74 -1.56 0.86 0.698
C -0.01 -0.49 1.13 -0.853
H -2.06 -0.17 -1.00 0.366
H 1.50 1.43 -0.07 0.278
H 0.74 0.37 -1.17 0.151
H -0.32 0.21 1.79 0.549
H 2.69 0.53 -1.12 0.296
```

Frontier orbital gap ... 9.21 eV
Total energy ... -18599.1712 eV
SMILES ... CSC=C=O.C#N
Total charge ... 0

---

Entry 16:
A single C4H5NOS molecule, computed with ωB97M-V/def2-TZVPD.

Geometry as XYZ:
```
12
Properties=species:S:1:pos:R:3:mulliken_charge:R:1
S -1.44 -0.17 0.88 0.022
O 2.10 0.65 -0.63 -0.383
N -1.32 -0.77 -0.74 -0.342
C -0.14 -0.81 -1.36 -0.084
C 0.90 0.99 0.01 -0.016
C 1.05 -0.40 -0.74 -0.285
C 0.36 0.54 1.36 -0.659
H -0.20 -0.85 -2.53 0.294
H 0.39 1.75 -0.55 0.379
H 0.79 -0.32 1.79 0.406
H 0.32 1.58 1.89 0.308
H 1.26 -1.11 -0.01 0.361
```

Frontier orbital gap ... 9.33 eV
Total energy ... -18596.7346 eV
SMILES ... C1=NSC[C@H]2O[C@H]12
Total charge ... 0

---

Entry 17:
A single C4H5NOS2 molecule, computed with ωB97M-V/def2-TZVPD.

Geometry as XYZ:
```
13
Properties=species:S:1:pos:R:3:mulliken_charge:R:1
S -2.09 0.30 1.60 -0.141
S 1.69 0.61 -1.95 -0.139
O -0.45 0.50 -0.59 -0.344
N -1.20 -1.23 1.82 -0.448
C 0.48 -0.43 0.07 0.360
C -0.18 -1.29 1.03 -0.117
C 0.26 1.49 -1.33 -0.284
C 1.65 -0.45 -0.58 -0.209
H -0.53 1.83 -2.08 0.296
H 2.50 -1.03 -0.29 0.400
H 0.72 2.27 -0.77 0.291
H 0.40 -2.38 0.87 0.166
H -3.26 -0.19 2.19 0.168
```

Frontier orbital gap ... 8.18 eV
Total energy ... -29433.9696 eV
SMILES ... S/N=C\C1=CSCO1
Total charge ... 0

---

Entry 18:
A molecular structure, C4H5NOS2, computed with ωB97M-V/def2-TZVPD.

Geometry as XYZ:
```
13
Properties=species:S:1:pos:R:3:mulliken_charge:R:1
S 1.07 -1.36 -0.84 -0.208
S -2.65 -0.50 0.12 -0.147
O 2.08 -0.51 1.51 -0.492
N -1.36 0.53 0.62 -0.250
C 1.64 -0.27 0.40 0.533
C 1.56 1.27 0.00 -0.604
C 0.52 1.93 -0.30 0.070
C -0.80 1.27 -0.47 -0.099
H -1.41 1.60 -1.57 0.280
H 1.48 -0.18 -2.01 0.200
H -2.64 -1.13 1.47 0.185
H 2.61 1.63 0.01 0.304
H 0.61 3.08 -0.62 0.227
```

Frontier orbital gap ... 8.34 eV
Total energy ... -29432.1201 eV
Total charge ... 0

---

Entry 19:
A single C4H5NOS2 molecule, computed with ωB97M-V/def2-TZVPD.

Geometry as XYZ:
```
13
Properties=species:S:1:pos:R:3:mulliken_charge:R:1
S 2.97 -0.69 0.00 -0.234
S -2.49 -1.30 0.10 -0.349
O 0.84 -2.25 -0.13 -0.374
N -0.62 0.64 0.06 0.219
C -1.89 0.27 -0.16 -0.106
C 1.31 -0.95 -0.03 0.143
C 0.55 0.26 0.59 -0.254
C 0.35 1.43 -0.24 -0.400
H 0.57 2.44 0.28 0.236
H -0.10 -2.26 -0.30 0.228
H 0.49 1.23 -1.32 0.282
H -2.63 0.89 -0.59 0.314
H 0.65 0.29 1.73 0.296
```

Frontier orbital gap ... 8.36 eV
Total energy ... -29433.2615 eV
SMILES ... OC(=S)[C@H]1CN1C=S
Total charge ... 0

---

Entry 20:
A single C4H5NS molecule, computed with ωB97M-V/def2-TZVPD.

Geometry as XYZ:
```
11
Properties=species:S:1:pos:R:3:mulliken_charge:R:1
S -0.38 0.06 -1.16 -0.069
N 0.39 -1.23 -0.12 -0.332
C -0.13 1.41 1.18 -0.192
C 0.30 -2.46 -0.53 -0.201
C -0.56 1.40 2.31 -0.055
C 0.60 1.18 0.04 -0.519
H -1.02 1.32 3.35 0.355
H -0.32 -2.59 -1.50 0.193
H 1.00 -3.22 0.00 0.239
H 1.62 0.71 0.12 0.266
H 0.90 2.22 -0.57 0.314
```

Frontier orbital gap ... 9.56 eV
Total energy ... -16549.8357 eV
SMILES ... C#CCSN=C
Total charge ... 0